This record from OMol25 describes an isolated ion of composition C5H7N2 and charge +1 in a non-equilibrium geometry. The level of theory is ωB97M-V with the def2-TZVPD basis set.

## Properties
LUMO (alpha / beta)   -5.86 / -5.86 eV
E_HOMO (alpha / beta)   -13.38 / -13.38 eV
Net charge   +1
Orbital gap (alpha / beta)   0.2762 / 0.2762 Eh

Cartesian coordinates (Å):
C1 -0.674 -0.368 3.050
C2 -1.907 -0.298 3.317
C3 0.734 -0.166 -0.156
C4 0.881 0.142 1.327
C5 -1.590 -0.433 -1.049
N1 -0.611 0.238 -0.524
N2 0.141 -0.742 2.137
H1 1.489 0.626 -0.516
H2 0.973 -1.192 -0.648
H3 1.941 0.038 1.740
H4 0.569 1.220 1.468
H5 -1.438 -1.378 -1.771
H6 -2.654 0.084 -1.006
H7 -0.755 1.115 -0.105

Cartesian forces (eV/Å) of the 6 atoms listed first:
3.762 -0.899 -2.877
-2.708 0.470 0.974
2.710 -0.273 -1.763
0.784 0.799 1.293
-0.819 0.759 -1.623
-0.835 -2.323 -0.788

This record from OMol25 describes an isolated ion of composition C5H7N2 and charge +1 in a non-equilibrium geometry. The level of theory is ωB97M-V with the def2-TZVPD basis set.

## Properties
LUMO   -4.74 eV
E_HOMO   -14.20 eV
SMILES   C[N+]#CN1C=C1C
Net charge   +1
Orbital gap   0.3476 Eh

Cartesian coordinates (Å):
C1 -0.538 -1.057 -1.065
C2 -0.965 -2.476 0.984
C3 -0.961 -1.185 1.123
C4 -0.998 0.174 1.774
C5 0.587 0.898 -2.125
N1 -1.328 -1.686 -0.274
N2 0.021 -0.042 -1.297
H1 -0.851 -3.561 1.238
H2 -0.330 -0.078 2.727
H3 -2.011 0.469 2.017
H4 -0.466 0.954 1.061
H5 1.319 0.512 -2.760
H6 -0.029 1.522 -2.699
H7 1.192 1.636 -1.681

Cartesian forces (eV/Å) of the 6 atoms listed first:
1.410 2.762 0.652
0.861 0.991 0.237
-1.020 -1.136 1.363
3.092 -1.012 -0.155
1.315 1.366 -0.738
-1.189 -1.196 -0.151

| no. | energy (eV) |
| --- | --- |
| 1 | -8264.04373 |
| 2 | -8266.05345 |